1.
A 2-piece molecular cluster, C5H7NO overall at a distorted geometry, computed with wB97M-V/def2-TZVPD.

CARTESIAN COORDINATES (ANGSTROEM)
C -1.5419 -1.0611 0.9905
C -1.4215 0.1986 0.2405
C 1.5557 1.1878 -0.5119
C 1.9645 -0.0834 0.1719
O 1.2559 -1.0655 0.2025
C -1.8946 0.1985 -1.0809
N -2.2217 0.3727 -2.1925
H -2.6266 -1.1428 1.1857
H -1.0172 -1.0444 1.9485
H -1.2600 -1.9461 0.4091
H 0.7210 1.6190 0.0539
H 1.1700 0.9516 -1.5078
H 2.3657 1.9145 -0.5869
H 2.9507 -0.0994 0.6776

Forces on the atoms, in the same order (eV/Å):
0.082 0.083 -0.013
-0.191 -0.287 -0.055
-0.006 0.063 -0.088
-0.217 -0.206 -0.025
0.287 0.370 -0.038
-0.057 0.211 -0.727
0.270 -0.232 1.042
0.018 -0.012 -0.007
-0.119 0.036 -0.202
-0.116 0.078 0.052
0.124 -0.012 -0.046
0.041 0.032 0.091
-0.036 -0.108 0.039
-0.079 -0.016 -0.022

E_HOMO (spin up / spin down) = -9.25 / -9.23 eV
Gap between HOMO and LUMO (spin up / spin down) = 7.68 / 7.66 eV

***

2.
A 2-piece molecular cluster, C5H11NO overall at a distorted geometry, computed with wB97M-V/def2-TZVPD.

CARTESIAN COORDINATES (ANGSTROEM)
N 0.6676 0.5505 0.9316
C 0.4138 -0.8586 0.9182
C 0.3390 -1.6103 -0.2366
C 0.4192 -0.8879 -1.5357
C 0.9021 0.2610 -2.0328
C 0.2091 -1.4812 2.2647
H -0.0050 1.0790 1.5735
H 0.6259 0.9682 -0.0402
H 0.2359 -2.7143 -0.2662
H -0.0566 -1.4928 -2.3145
H 0.7310 0.5123 -3.1096
H 1.4649 1.0976 -1.5982
H -0.4767 -2.3593 2.2304
H -0.0509 -0.8166 3.1398
H 1.2130 -1.9529 2.4279
H -1.5014 3.1254 -1.2187
H -2.8050 3.2003 -0.1707
O -2.3259 3.3797 -0.9628

Forces on the atoms, in the same order (eV/Å):
-2.758 -1.980 -1.201
-0.258 3.565 2.872
1.162 1.488 -3.116
-0.969 -2.720 0.412
0.269 1.741 -1.216
0.377 -0.748 0.338
1.730 -0.992 -0.715
0.191 -0.584 1.847
-0.171 1.016 0.263
0.244 0.011 0.144
0.007 -0.653 0.992
0.009 -0.733 0.372
0.313 0.775 -0.101
0.416 -0.543 -1.264
-0.552 0.340 0.377
3.192 -1.498 0.182
0.723 -0.707 0.804
-3.926 2.222 -0.990

E_HOMO (spin up / spin down) = -14.45 / -14.46 eV
Gap between HOMO and LUMO (spin up / spin down) = 10.07 / 6.76 eV
Charge = +1
Spin multiplicity = 2

***

3.
C41H33Cl4N5O5PRu as an isolated structure, computed with wB97M-V/def2-TZVPD.

CARTESIAN COORDINATES (ANGSTROEM)
Ru 0.5268 0.0592 0.4108
Cl -5.2884 -3.2244 -0.9711
C -4.1500 -2.0252 -0.4574
C -2.7984 -2.2772 -0.6379
C -1.8605 -1.3389 -0.2262
N -0.4752 -1.5043 -0.3016
C 0.1819 -2.4262 -1.0231
O -0.2699 -3.3399 -1.7018
C 1.6814 -2.2757 -0.8468
C 2.5262 -3.1895 -1.4471
C 3.8857 -3.1108 -1.1958
C 4.3512 -2.1255 -0.3410
C 3.4480 -1.2307 0.2047
N 2.1388 -1.2903 -0.0432
C -2.2916 -0.1234 0.3620
C -3.6500 0.1145 0.5320
C -4.5725 -0.8377 0.1246
Cl -6.2566 -0.5052 0.3576
N -1.2619 0.7500 0.7520
C -1.4248 2.0107 1.2411
O -2.4673 2.5847 1.4946
C -0.0928 2.6972 1.4277
C -0.0552 4.0019 1.8743
C 1.1672 4.6485 1.9395
C 2.3043 3.9692 1.5353
C 2.1891 2.6555 1.1112
N 1.0175 2.0204 1.0839
H -2.4726 -3.1938 -1.1036
H 2.0821 -3.9440 -2.0810
H 4.5710 -3.8141 -1.6512
H 5.4011 -2.0285 -0.1029
H 3.7798 -0.4295 0.8437
H -3.9862 1.0410 0.9682
H -0.9902 4.4781 2.1327
H 1.2296 5.6747 2.2777
H 3.2755 4.4439 1.5325
H 3.0400 2.0952 0.7508
C 5.0929 -1.2148 3.9242
C 4.6154 0.0422 3.5762
C 3.2814 0.2075 3.2424
C 2.3964 -0.8722 3.2722
C 2.8849 -2.1270 3.6253
C 4.2263 -2.2959 3.9441
P 0.6715 -0.6522 2.7106
C -0.0869 0.5456 3.8601
C 0.6262 1.4103 4.6835
C -0.0442 2.3306 5.4787
C -1.4286 2.3920 5.4627
C -2.1481 1.5193 4.6579
C -1.4824 0.6004 3.8655
C -0.1121 -2.2085 3.2453
C -0.4016 -2.4022 4.5981
C -0.9307 -3.6042 5.0344
C -1.1771 -4.6273 4.1262
C -0.8853 -4.4460 2.7848
C -0.3519 -3.2407 2.3452
H 6.1366 -1.3490 4.1773
H 5.2841 0.8932 3.5531
H 2.9305 1.1847 2.9425
H 2.2228 -2.9824 3.6445
H 4.5906 -3.2795 4.2109
H 1.7047 1.3698 4.7284
H 0.5231 2.9985 6.1142
H -1.9475 3.1156 6.0778
H -3.2286 1.5625 4.6312
H -2.0557 -0.0727 3.2375
H -0.2161 -1.6075 5.3101
H -1.1561 -3.7421 6.0839
H -1.6004 -5.5631 4.4675
H -1.0789 -5.2350 2.0701
H -0.1325 -3.1035 1.2978
Cl 1.7887 2.9582 -3.8499
C 0.3569 1.9415 -3.5375
Cl 0.4500 0.4244 -4.4468
C 0.2065 1.7603 -2.0108
O -0.2714 2.7048 -1.4119
O 0.5937 0.6253 -1.5574
H -0.5011 2.4908 -3.9057
C 5.7870 1.7401 -3.0298
N 4.6028 0.9318 -3.2162
C 4.3243 0.4507 -4.5515
C 3.7071 0.7879 -2.2228
O 3.8369 1.2322 -1.0911
H 6.6603 1.2170 -3.4234
H 5.9195 1.9287 -1.9683
H 5.6898 2.6963 -3.5520
H 4.2142 1.2850 -5.2487
H 3.3936 -0.1127 -4.5497
H 5.1337 -0.1944 -4.9002
H 2.8244 0.1998 -2.5146

Forces on the atoms, in the same order (eV/Å):
-0.082 -0.205 0.728
-0.003 -0.002 -0.002
0.002 0.009 0.003
0.001 0.019 -0.008
-0.024 0.012 -0.007
-0.040 -0.012 -0.081
0.011 0.007 0.018
0.011 0.000 0.008
-0.033 -0.022 0.094
-0.009 -0.027 0.005
0.007 0.006 0.008
0.007 -0.017 0.011
-0.013 0.012 0.007
0.040 0.001 -0.392
-0.021 -0.031 0.001
0.003 -0.003 -0.005
-0.010 -0.013 -0.008
0.003 0.001 0.001
-0.102 0.054 -0.108
0.020 -0.025 -0.054
-0.005 0.011 0.009
0.005 0.001 0.011
-0.011 -0.003 0.006
0.000 0.001 -0.003
0.005 -0.004 -0.001
0.003 0.016 -0.003
0.010 0.042 0.020
0.000 -0.001 0.007
0.006 -0.002 0.000
-0.002 -0.002 0.003
0.001 0.002 -0.008
0.008 0.023 -0.010
0.005 0.002 0.003
0.002 0.002 0.000
-0.001 -0.001 0.001
0.000 -0.001 -0.002
0.013 -0.002 -0.021
0.000 0.013 0.000
0.007 -0.017 0.005
-0.016 0.002 0.004
0.007 0.021 -0.047
-0.002 -0.006 -0.014
-0.004 -0.008 0.003
0.015 0.079 -0.116
-0.021 -0.031 -0.006
0.005 0.004 0.015
0.010 0.005 0.006
-0.006 -0.006 -0.004
0.005 0.004 0.002
0.000 0.015 -0.007
-0.014 0.010 -0.026
0.002 0.012 0.000
-0.002 0.000 -0.002
-0.003 -0.005 0.008
0.000 0.005 -0.001
0.016 -0.011 -0.001
0.001 -0.001 0.002
-0.001 0.002 -0.001
0.003 0.012 -0.004
0.002 -0.005 0.003
0.000 -0.001 0.000
0.002 -0.008 -0.004
-0.001 0.001 0.000
-0.002 0.000 -0.001
-0.001 0.000 0.001
0.000 0.002 0.003
-0.005 -0.009 0.004
-0.001 -0.001 0.000
0.000 0.000 0.001
0.001 0.000 -0.001
-0.010 -0.005 0.016
0.015 0.006 -0.003
-0.045 -0.060 -0.009
0.013 0.009 0.010
-0.085 -0.021 -0.015
0.003 -0.004 0.002
0.201 0.089 -0.032
0.010 0.017 0.003
-0.005 0.017 -0.003
0.009 -0.020 0.018
-0.014 0.017 -0.006
-0.011 -0.075 0.005
0.134 0.118 -0.044
0.001 -0.001 0.005
-0.001 0.000 0.000
0.000 -0.004 -0.005
-0.001 -0.001 -0.001
-0.007 -0.006 0.003
-0.001 -0.001 0.001
-0.005 0.001 0.004

E_HOMO (spin up / spin down) = -7.27 / -7.57 eV
Gap between HOMO and LUMO (spin up / spin down) = 7.27 / 6.52 eV
Spin multiplicity = 2

***

4.
C31H37Ge2N2OsS2 as an isolated structure, computed with wB97M-V/def2-TZVPD.

CARTESIAN COORDINATES (ANGSTROEM)
Os 0.5233 -0.4301 0.6139
C 3.2671 -2.1912 -0.6250
N 2.6342 -1.8589 0.6764
C 2.1155 -3.0625 1.3610
C 1.0553 -3.7549 0.5311
N -0.0213 -2.8188 0.1071
C -0.1054 -2.6377 -1.3654
C -1.3269 -3.2259 0.5938
C -1.8123 -4.5012 0.3536
C -3.0836 -4.8534 0.7843
C -3.8832 -3.9275 1.4446
C -3.4057 -2.6521 1.6880
C -2.1198 -2.3049 1.2708
S -1.5150 -0.7203 1.6894
C 3.6404 -1.1744 1.4782
C 4.7114 -1.8556 2.0370
C 5.6983 -1.1575 2.7161
C 5.6268 0.2249 2.8275
C 4.5624 0.9092 2.2651
C 3.5679 0.2019 1.5953
S 2.1902 1.0942 0.9674
H 4.1069 -2.8737 -0.4746
H 3.6412 -1.2740 -1.0761
H 2.5635 -2.6562 -1.3060
H 1.6976 -2.7420 2.3166
H 2.9072 -3.7848 1.5728
H 0.6312 -4.5424 1.1491
H 1.4902 -4.2348 -0.3456
H -0.0886 -3.5962 -1.8894
H 0.7211 -2.0286 -1.7313
H -1.0416 -2.1370 -1.6013
H -1.2054 -5.2271 -0.1770
H -3.4507 -5.8554 0.6011
H -4.8765 -4.2014 1.7732
H -4.0143 -1.9216 2.2069
H 4.7976 -2.9311 1.9430
H 6.5292 -1.6970 3.1503
H 6.4001 0.7697 3.3532
H 4.4856 1.9865 2.3511
C 2.1755 2.7293 -2.2713
Ge 0.2986 2.4059 -2.5962
C -0.8430 3.9348 -2.8688
C -0.0040 0.9339 -3.8183
Ge -0.8485 1.4083 -0.3215
C -0.7831 2.8430 0.9883
C 0.0871 3.9205 0.8161
C 0.1504 4.9292 1.7668
C -0.6458 4.8618 2.9035
C -1.5127 3.7924 3.0831
C -1.5821 2.7826 2.1330
C -2.5981 1.1886 -1.0778
C -2.8612 0.1631 -1.9911
C -4.1449 -0.0120 -2.4823
C -5.1622 0.8454 -2.0726
C -4.8984 1.8780 -1.1804
C -3.6135 2.0625 -0.6874
H 2.5601 3.1966 -3.1838
H 2.6945 1.7860 -2.1065
H 2.3562 3.3954 -1.4298
H -0.5765 4.3310 -3.8535
H -0.6836 4.7036 -2.1163
H -1.8889 3.6326 -2.8770
H 0.5782 1.1444 -4.7195
H -1.0573 0.8607 -4.0816
H 0.3411 -0.0114 -3.4002
H 0.7230 3.9893 -0.0610
H 0.8215 5.7661 1.6202
H -0.5903 5.6431 3.6503
H -2.1425 3.7446 3.9625
H -2.2748 1.9636 2.2869
H -2.0675 -0.4972 -2.3207
H -4.3549 -0.8057 -3.1880
H -6.1650 0.7128 -2.4589
H -5.6932 2.5462 -0.8730
H -3.4081 2.8749 0.0002

Forces on the atoms, in the same order (eV/Å):
0.609 -0.458 -0.064
-0.015 0.128 0.013
-0.191 -0.149 0.124
0.029 0.011 -0.121
-0.002 0.043 -0.005
0.020 0.100 -0.105
-0.059 -0.124 0.072
-0.005 0.026 0.028
-0.025 -0.066 -0.046
-0.018 -0.028 0.007
0.014 0.023 -0.007
-0.024 -0.033 -0.004
-0.001 -0.032 0.012
0.212 0.270 0.053
-0.010 -0.146 -0.032
0.023 -0.051 0.040
0.015 0.000 0.015
-0.018 0.043 -0.009
0.041 0.036 0.028
0.024 0.094 -0.038
-0.219 0.094 0.109
0.006 0.003 0.014
0.006 0.010 0.015
-0.014 -0.018 -0.007
-0.001 0.010 0.050
0.042 -0.009 -0.019
-0.062 -0.044 -0.027
0.004 -0.007 -0.021
-0.012 -0.030 -0.010
0.068 0.025 -0.023
-0.005 -0.011 0.033
-0.022 0.028 0.034
0.004 0.051 -0.009
0.019 -0.004 -0.001
0.025 -0.039 -0.002
-0.003 0.040 -0.005
-0.012 0.019 -0.002
-0.032 -0.016 -0.018
0.029 -0.045 0.010
0.034 -0.010 0.073
0.107 -0.193 -0.109
-0.092 0.025 0.091
-0.039 0.004 -0.019
-0.376 0.477 0.183
0.051 -0.032 -0.025
-0.002 0.018 0.043
-0.015 -0.011 -0.002
0.021 -0.024 -0.031
-0.011 -0.002 0.001
-0.027 0.090 -0.037
0.114 -0.140 -0.157
-0.212 0.034 0.068
0.018 0.019 -0.004
0.015 0.012 0.013
-0.005 0.018 -0.014
-0.087 -0.024 -0.078
0.028 -0.016 0.053
0.033 0.057 -0.016
0.030 -0.020 -0.065
-0.032 0.033 0.028
-0.010 0.024 -0.019
0.006 0.032 -0.025
-0.020 -0.045 0.000
0.038 -0.017 -0.026
0.016 -0.003 -0.043
-0.035 -0.023 0.076
-0.022 -0.017 0.015
-0.009 -0.004 -0.025
0.034 -0.001 -0.016
0.016 -0.006 -0.007
-0.034 0.033 -0.005
-0.008 0.014 0.019
0.033 0.003 0.011
0.021 -0.029 -0.015
-0.015 -0.022 -0.019

E_HOMO (spin up / spin down) = -13.15 / -13.82 eV
Gap between HOMO and LUMO (spin up / spin down) = 6.79 / 5.40 eV
Charge = +2
Spin multiplicity = 6

***

5.
A 2-piece molecular cluster, C4H2INO2 overall at a distorted geometry, computed with wB97M-V/def2-TZVPD.

CARTESIAN COORDINATES (ANGSTROEM)
O 1.9003 -3.0663 1.8513
N 2.4603 -2.0254 1.8862
C 3.0575 -1.0901 2.1381
I 3.9489 0.5487 1.5021
C -0.0507 1.6261 0.2059
C -0.1301 0.8594 1.3190
C 0.1235 0.5464 2.5238
O 0.1587 0.2021 3.6750
H 0.1095 2.7236 0.2372
H -0.3321 1.2258 -0.7040

Forces on the atoms, in the same order (eV/Å):
-0.787 -0.957 -0.471
-1.043 -2.380 0.389
1.455 2.708 0.123
0.367 0.641 -0.046
-0.316 0.263 3.381
0.945 1.275 -2.620
-0.822 -0.617 4.099
0.387 0.629 -3.053
0.204 -0.803 0.110
-0.391 -0.758 -1.910

SMILES string = [O-][N+]#CI.C=C=C=O
E_HOMO = -9.24 eV
Gap between HOMO and LUMO = 8.11 eV

***

6.
C8H15F6N3O4S3 as an isolated structure, computed with wB97M-V/def2-TZVPD.

CARTESIAN COORDINATES (ANGSTROEM)
C 1.0499 -3.7076 2.4916
C 1.8326 -3.5550 1.1920
C 1.1638 -2.7076 0.1161
N 1.2521 -1.2476 0.4468
S -0.2108 -0.4000 0.4815
C -1.3938 -1.3786 1.3929
C -2.3495 -2.1054 0.4316
C -2.5972 -3.5497 0.7608
N -2.9301 -1.5494 -0.5386
H 0.0158 -4.0121 2.3064
H 1.0467 -2.7792 3.0687
H 1.5110 -4.4715 3.1184
H 2.0421 -4.5358 0.7556
H 2.8011 -3.0966 1.4099
H 1.7189 -2.8459 -0.8135
H 0.1390 -3.0240 -0.0931
H 1.7394 -0.7892 -0.3216
H 0.0762 0.5731 1.3718
H -1.9694 -0.6486 1.9696
H -0.9039 -2.0741 2.0721
H -3.4760 -3.9096 0.2324
H -2.7916 -3.6432 1.8347
H -1.7183 -4.1653 0.5561
H -2.6906 -0.5617 -0.6425
C 1.5509 5.3480 -3.4554
F 2.5663 6.1205 -3.8422
F 0.4082 5.9921 -3.6904
F 1.5620 4.2315 -4.1886
S 1.7470 4.9670 -1.6619
O 1.6596 6.2267 -0.9892
O 2.9742 4.2324 -1.5609
N 0.4423 4.0602 -1.5314
S 0.0510 3.3908 -0.1818
O -0.4291 4.2514 0.8557
O 0.8804 2.2692 0.2269
C -1.4223 2.4944 -0.8032
F -1.0252 1.6300 -1.7446
F -2.4125 3.2244 -1.2694
F -1.9100 1.7457 0.2368

Forces on the atoms, in the same order (eV/Å):
0.066 0.008 -0.026
-0.019 0.076 0.054
0.387 0.007 -0.019
-0.295 -0.232 -0.066
-0.013 0.443 -0.514
-0.175 -0.316 0.050
0.074 -0.082 -0.004
-0.208 0.185 0.437
0.008 -0.010 0.002
0.059 -0.071 0.031
-0.039 -0.016 -0.051
-0.050 0.048 0.010
-0.092 0.018 0.034
-0.006 -0.087 -0.061
-0.118 0.029 -0.019
0.006 0.033 0.103
0.178 0.137 0.213
0.135 -0.110 0.090
0.095 -0.021 0.014
0.106 0.204 0.049
0.178 -0.054 -0.172
0.016 -0.032 -0.033
-0.082 -0.014 -0.137
0.017 0.000 -0.034
-0.101 -0.066 -0.035
-0.038 -0.032 0.033
0.044 0.018 0.004
0.038 0.034 0.011
0.319 0.240 -0.187
-0.153 -0.035 0.010
-0.101 -0.148 -0.010
0.142 -0.143 0.520
-0.305 0.288 -0.305
0.095 -0.072 0.102
0.147 -0.116 0.162
0.205 -0.149 -0.136
-0.357 -0.115 -0.146
0.065 0.065 0.064
-0.226 0.090 -0.039

E_HOMO = -9.25 eV
Gap between HOMO and LUMO = 8.58 eV

***

DFT total energy (computed, a.u.): -324.55851, -326.73702, -4509.37392, -6353.24547, -656.33510, -2572.69020